(1)
Formula: C21H24BrMnN3O6S
Source: OMol25
Level of theory: ωB97M-V with the def2-TZVPD basis set

Structure (XYZ):
```
57
Properties=species:S:1:pos:R:3:lowdin_spin:R:1
Mn 1.064 0.487 1.583 4.68
O 2.021 -0.368 5.325 0.01
C 1.713 -0.849 4.132 0.01
O 2.333 -0.591 3.109 0.03
C 0.485 -1.740 4.109 0.00
O -0.412 -1.253 3.127 0.02
C -1.346 -0.312 3.646 0.00
C -0.651 1.026 4.090 0.01
O -1.062 1.604 5.072 0.01
O 0.335 1.335 3.355 0.05
H 2.686 0.338 5.271 0.00
H 0.022 -1.766 5.101 0.00
H 0.780 -2.751 3.801 0.00
H -1.890 -0.738 4.495 0.00
H -2.034 -0.096 2.825 0.00
C -0.787 4.251 -2.242 0.00
C -2.055 3.610 -1.680 0.00
N -2.043 2.166 -1.775 0.00
C -2.727 1.542 -2.894 0.00
C -1.785 1.098 -4.014 0.00
C -1.408 1.402 -0.871 0.01
S -0.632 2.185 0.454 0.04
N -1.534 0.092 -1.051 0.01
C -0.882 -0.897 -0.478 0.01
O 0.124 -0.815 0.284 0.05
C -1.356 -2.251 -0.856 0.00
C -2.133 -2.465 -1.991 0.00
C -2.501 -3.750 -2.342 0.00
C -2.097 -4.828 -1.570 0.00
C -1.339 -4.618 -0.430 0.00
C -0.971 -3.335 -0.072 0.00
H -0.929 5.324 -2.339 0.00
H -0.565 3.842 -3.222 0.00
H 0.055 4.066 -1.582 0.00
H -2.924 3.969 -2.237 0.00
H -2.175 3.886 -0.629 0.00
H -3.454 2.259 -3.286 0.00
H -3.260 0.671 -2.506 0.00
H -1.428 1.945 -4.595 0.00
H -2.307 0.426 -4.693 0.00
H -0.927 0.575 -3.599 0.00
H -2.426 -1.625 -2.601 0.00
H -3.102 -3.920 -3.224 0.00
H -2.378 -5.833 -1.851 0.00
H -1.025 -5.456 0.175 0.00
H -0.390 -3.147 0.819 0.00
Br 1.671 0.831 -2.058 0.00
C 3.109 0.604 -0.859 0.01
C 4.296 0.126 -1.383 0.00
C 5.398 0.051 -0.547 0.00
C 5.245 0.467 0.772 0.00
C 4.017 0.929 1.202 0.01
N 2.925 0.982 0.411 0.03
H 4.341 -0.160 -2.420 0.00
H 6.347 -0.291 -0.926 0.00
H 6.080 0.457 1.455 0.00
H 3.887 1.305 2.211 0.00
```

Results
E_HOMO (alpha / beta): -7.62 / -7.92 eV
frontier orbital gap (alpha / beta): 7.36 / 7.58 eV
multiplicity: 6
molecular weight: 581.35 g mol⁻¹
calculated total energy: -151122.720 eV

=====

(2)
Formula: C4H9S
Source: OMol25
Level of theory: ωB97M-V with the def2-TZVPD basis set

Structure (XYZ):
```
14
Properties=species:S:1:pos:R:3:nbo_charge:R:1
C 1.507 -2.340 0.063 -0.73
S -0.375 -2.188 -0.065 -0.72
H 2.027 -1.584 0.605 0.17
H 1.986 -2.440 -0.928 0.17
H 1.739 -3.219 0.731 0.18
C -1.071 1.457 1.054 -0.71
C -0.665 1.879 -0.377 -0.24
C -0.298 0.836 -1.314 -0.41
H -1.941 1.910 1.519 0.21
H -0.263 1.578 1.855 0.19
H -0.959 0.391 0.867 0.28
H -1.042 2.897 -0.694 0.16
H -0.846 0.895 -2.448 0.19
H 0.201 -0.072 -0.868 0.26
```

Results
E_HOMO: -2.32 eV
frontier orbital gap: 6.45 eV
charge: -1
molecular weight: 89.18 g mol⁻¹
calculated total energy: -15126.835 eV

=====

(3)
Formula: C3H10N2O
Source: OMol25
Level of theory: ωB97M-V with the def2-TZVPD basis set

Structure (XYZ):
```
16
Properties=species:S:1:pos:R:3:nbo_charge:R:1
N -1.542 -0.636 2.218 -0.86
C -0.884 0.354 1.404 -0.21
C -0.195 -0.205 0.144 -0.22
N 0.484 0.771 -0.661 -0.67
C 1.428 0.485 -1.734 0.10
O 1.184 -0.622 -2.584 -0.72
H -0.986 -0.897 3.008 0.37
H -2.093 -1.337 1.775 0.37
H -0.092 0.933 1.898 0.20
H -1.595 1.064 0.934 0.16
H 0.441 -1.038 0.490 0.18
H -1.017 -0.697 -0.427 0.15
H -0.052 1.602 -0.835 0.37
H 1.290 1.350 -2.360 0.18
H 2.391 0.284 -1.226 0.14
H 1.237 -1.410 -2.043 0.46
```

Results
E_HOMO: -8.61 eV
frontier orbital gap: 9.54 eV
molecular weight: 90.13 g mol⁻¹
SMILES string: NCCNCO
calculated total energy: -8299.761 eV

=====

Energy relative to the best compared isomer or geometry (same formula, charge and spin) (computed, kcal/mol): 13.8; 64.9; 40.2